--- w ---
C48H84N12 | ωB97M-V with the def2-TZVPD basis set

Structure (ORCA input):
```
! RIJCOSX wB97M-V def2-TZVPD def2/J DEFGRID3
* xyz 0 1
C 4.424 1.511 2.660
C 3.548 1.203 3.938
C 2.406 2.277 3.996
C 2.759 3.728 4.177
N 3.015 4.887 4.230
H 5.161 2.308 2.758
H 3.917 1.586 1.698
H 5.125 0.676 2.626
H 4.127 1.139 4.860
H 3.263 0.152 3.891
H 1.706 1.958 4.768
H 1.850 2.246 3.059
C 4.211 -4.805 3.715
C 3.444 -3.549 4.259
C 3.645 -3.082 5.742
C 3.689 -4.136 6.729
N 3.761 -4.986 7.486
H 5.286 -4.625 3.689
H 3.942 -4.917 2.665
H 3.960 -5.700 4.283
H 2.388 -3.817 4.223
H 3.612 -2.734 3.554
H 2.841 -2.406 6.033
H 4.660 -2.686 5.774
C 0.207 -4.108 -5.361
C -1.185 -3.744 -4.972
C -2.032 -4.947 -4.556
C -1.522 -5.681 -3.407
N -1.052 -6.320 -2.552
H 0.237 -4.838 -6.169
H 0.660 -4.473 -4.439
H 0.885 -3.307 -5.656
H -1.822 -3.294 -5.734
H -1.172 -3.013 -4.163
H -1.968 -5.677 -5.362
H -3.088 -4.722 -4.406
C 0.083 7.310 -1.317
C 0.101 5.859 -0.817
C 0.958 5.679 0.504
C 0.446 6.379 1.623
N 0.037 6.898 2.532
H 0.005 8.014 -0.489
H -0.653 7.364 -2.119
H 1.085 7.392 -1.738
H 0.601 5.214 -1.539
H -0.903 5.435 -0.780
H 1.989 5.975 0.311
H 1.009 4.632 0.803
C 1.776 -2.631 -2.597
C 2.033 -3.921 -1.821
C 3.483 -3.970 -1.256
C 3.710 -2.830 -0.318
N 3.959 -1.949 0.410
H 2.203 -2.638 -3.599
H 2.265 -1.779 -2.125
H 0.743 -2.382 -2.838
H 1.824 -4.741 -2.507
H 1.266 -3.836 -1.050
H 4.300 -3.895 -1.975
H 3.692 -4.904 -0.736
C -3.864 2.791 3.151
C -2.548 3.719 3.037
C -1.450 3.533 4.184
C -0.877 2.171 4.223
N -0.355 1.108 4.257
H -4.450 3.032 4.037
H -3.621 1.730 3.095
H -4.525 3.206 2.390
H -2.833 4.766 3.138
H -2.237 3.555 2.006
H -2.010 3.692 5.105
H -0.613 4.219 4.057
C -5.321 2.355 -0.553
C -4.597 2.272 -1.863
C -5.447 2.525 -3.067
C -5.746 3.906 -3.365
N -6.042 5.011 -3.619
H -5.588 3.400 -0.392
H -4.591 2.198 0.241
H -6.163 1.676 -0.419
H -4.212 1.253 -1.870
H -3.685 2.867 -1.800
H -6.406 2.008 -3.051
H -4.970 2.146 -3.971
C 3.640 2.946 -1.227
C 4.899 2.012 -1.320
C 4.560 0.643 -1.980
C 4.373 0.738 -3.455
N 4.258 0.925 -4.615
H 3.068 2.610 -0.362
H 2.936 3.022 -2.055
H 3.974 3.978 -1.114
H 5.183 1.832 -0.283
H 5.738 2.482 -1.834
H 3.700 0.130 -1.550
H 5.389 -0.037 -1.781
C 0.807 0.921 -9.116
C 0.612 1.382 -7.584
C 1.508 0.542 -6.649
C 0.803 -0.133 -5.572
N 0.223 -0.607 -4.771
H 1.786 1.158 -9.533
H 0.058 1.397 -9.749
H 0.494 -0.119 -9.202
H -0.377 1.426 -7.126
H 1.121 2.339 -7.471
H 2.060 1.289 -6.079
H 2.184 -0.110 -7.203
C -3.691 -1.103 4.125
C -3.284 -0.758 5.522
C -2.106 -1.638 6.066
C -2.151 -3.023 5.674
N -2.188 -4.171 5.386
H -4.275 -2.023 4.151
H -2.968 -1.129 3.310
H -4.425 -0.363 3.804
H -4.089 -0.961 6.229
H -2.950 0.279 5.562
H -2.036 -1.621 7.154
H -1.171 -1.374 5.571
C 0.670 -0.831 1.782
C -0.327 -1.095 0.616
C -0.209 -0.120 -0.632
C -0.258 1.287 -0.342
N -0.212 2.427 -0.167
H 0.478 -1.428 2.674
H 0.663 0.211 2.104
H 1.666 -1.124 1.451
H -1.355 -1.071 0.978
H -0.314 -2.150 0.345
H -0.986 -0.367 -1.356
H 0.720 -0.342 -1.157
C -4.801 -2.196 0.948
C -3.865 -3.319 1.050
C -3.465 -3.937 -0.351
C -3.015 -2.903 -1.336
N -2.713 -2.091 -2.093
H -4.821 -1.576 1.845
H -5.813 -2.548 0.749
H -4.492 -1.601 0.089
H -4.094 -4.096 1.780
H -2.947 -2.908 1.470
H -4.342 -4.465 -0.726
H -2.581 -4.554 -0.193
*
```

The LUMO energy comes out at 0.312 eV. The HOMO energy is -11.1 eV. As for the HOMO-LUMO gap: 11.39 eV. Its structure (SMILES) is CCCC#N.CCCC#N.CCCC#N.CCCC#N.CCCC#N.CCCC#N.CCCC#N.CCCC#N.CCCC#N.CCCC#N.CCCC#N.CCCC#N.

=====

--- x ---
C48H84N12 | ωB97M-V with the def2-TZVPD basis set

Structure (ORCA input):
```
! RIJCOSX wB97M-V def2-TZVPD def2/J DEFGRID3
* xyz 0 1
C -1.542 -8.949 10.701
C -0.697 -7.677 10.522
C -0.983 -6.432 11.411
C -2.020 -5.593 10.849
N -2.870 -4.908 10.454
H -1.448 -9.378 11.699
H -1.253 -9.706 9.972
H -2.554 -8.728 10.363
H -1.010 -7.358 9.527
H 0.355 -7.957 10.567
H -0.132 -5.752 11.366
H -1.272 -6.737 12.417
C 5.454 -2.740 2.040
C 5.070 -2.050 3.386
C 3.728 -1.328 3.270
C 3.594 -0.401 2.144
N 3.554 0.330 1.217
H 5.909 -1.972 1.414
H 4.534 -3.054 1.547
H 6.163 -3.552 2.202
H 5.905 -1.444 3.737
H 4.930 -2.810 4.155
H 3.486 -0.716 4.139
H 2.997 -2.091 3.002
C -6.125 -7.860 12.232
C -6.789 -6.881 11.317
C -5.811 -6.243 10.211
C -5.068 -7.175 9.413
N -4.393 -7.829 8.753
H -5.561 -8.531 11.584
H -6.781 -8.405 12.911
H -5.412 -7.241 12.777
H -7.290 -6.107 11.898
H -7.676 -7.334 10.873
H -5.006 -5.643 10.636
H -6.492 -5.648 9.601
C 3.817 -8.919 7.992
C 3.924 -7.386 8.054
C 4.411 -6.788 9.419
C 3.580 -7.332 10.495
N 2.995 -7.799 11.346
H 3.271 -9.496 8.737
H 4.785 -9.412 7.905
H 3.326 -9.170 7.052
H 2.960 -6.939 7.812
H 4.518 -6.969 7.241
H 4.171 -5.725 9.394
H 5.493 -6.887 9.504
C -0.683 1.383 1.924
C 0.108 0.031 2.239
C -0.853 -1.137 2.570
C -1.262 -1.037 3.975
N -1.626 -0.868 5.133
H -1.434 1.218 1.151
H -0.051 2.244 1.702
H -1.324 1.768 2.717
H 0.794 0.259 3.054
H 0.724 -0.152 1.359
H -0.416 -2.133 2.508
H -1.768 -1.035 1.986
C -6.754 -5.769 2.460
C -6.240 -4.557 3.345
C -5.576 -3.328 2.819
C -4.217 -3.436 2.304
N -3.132 -3.430 1.901
H -7.420 -5.312 1.728
H -7.467 -6.358 3.037
H -6.017 -6.432 2.006
H -5.505 -4.999 4.017
H -7.099 -4.197 3.911
H -5.799 -2.457 3.435
H -6.252 -3.072 2.003
C -5.468 -1.856 9.456
C -4.961 -1.269 8.104
C -4.905 -2.239 6.973
C -6.157 -2.824 6.663
N -7.211 -3.286 6.457
H -4.891 -2.760 9.647
H -6.516 -2.155 9.412
H -5.210 -1.186 10.275
H -3.925 -0.947 8.211
H -5.547 -0.426 7.737
H -4.286 -3.089 7.257
H -4.408 -1.837 6.090
C -2.386 -4.362 14.456
C -2.295 -3.002 13.839
C -3.541 -2.117 14.012
C -4.805 -2.684 13.587
N -5.819 -3.251 13.284
H -2.395 -4.345 15.546
H -1.646 -4.989 13.959
H -3.334 -4.818 14.169
H -2.122 -3.052 12.764
H -1.469 -2.505 14.347
H -3.421 -1.166 13.494
H -3.539 -1.847 15.068
C -0.732 -9.765 6.622
C -1.949 -9.967 5.676
C -1.665 -10.516 4.249
C -0.446 -9.936 3.660
N 0.540 -9.560 3.125
H -1.178 -9.597 7.602
H -0.015 -9.051 6.217
H -0.017 -10.583 6.723
H -2.505 -9.030 5.715
H -2.679 -10.662 6.090
H -2.534 -10.389 3.603
H -1.402 -11.572 4.311
C 4.541 -0.418 7.084
C 3.130 -0.026 7.723
C 2.161 -1.199 7.832
C 2.175 -2.107 6.666
N 2.233 -2.821 5.724
H 4.988 -1.203 7.694
H 5.200 0.449 7.039
H 4.379 -0.793 6.074
H 2.755 0.762 7.070
H 3.353 0.328 8.730
H 1.138 -0.823 7.865
H 2.222 -1.827 8.721
C -1.968 -5.763 5.812
C -1.377 -4.343 5.844
C -0.856 -3.841 7.200
C 0.093 -4.774 7.766
N 0.884 -5.451 8.254
H -1.175 -6.497 5.958
H -2.515 -5.913 4.881
H -2.571 -5.819 6.718
H -2.187 -3.665 5.574
H -0.634 -4.283 5.048
H -1.611 -3.620 7.955
H -0.312 -2.905 7.068
C 1.643 -4.629 2.763
C 0.315 -5.309 2.352
C 0.288 -5.965 1.006
C -1.091 -6.036 0.443
N -2.168 -6.037 0.043
H 1.566 -4.166 3.747
H 1.763 -3.800 2.065
H 2.527 -5.267 2.753
H -0.417 -4.502 2.324
H -0.137 -5.887 3.158
H 0.675 -6.984 1.002
H 0.948 -5.396 0.351
*
```

The LUMO energy comes out at 0.088 eV. The HOMO energy is -11.0 eV. As for the HOMO-LUMO gap: 11.06 eV. Its structure (SMILES) is CCCC#N.CCCC#N.CCCC#N.CCCC#N.CCCC#N.CCCC#N.CCCC#N.CCCC#N.CCCC#N.CCCC#N.CCCC#N.CCCC#N.

=====

The least stable of them is w.

=====

--- w ---
C6H8N3O2 | ωB97M-V with the def2-TZVPD basis set

Structure (ORCA input):
```
! RIJCOSX wB97M-V def2-TZVPD def2/J DEFGRID3
* xyz 1 1
C -1.919 2.287 -0.106
C 1.695 -0.562 -0.104
C 0.413 1.108 0.855
C 0.601 -0.236 -1.121
C -1.201 -2.868 -0.245
C -0.321 0.695 -0.421
N -1.415 1.215 -0.839
N 1.544 0.277 0.872
N -0.194 -2.871 0.330
O -1.231 3.272 0.121
O 0.869 -2.492 0.721
H -2.919 2.282 0.235
H -0.028 -1.144 -1.587
H 2.385 -1.409 -0.103
H 0.580 2.200 0.831
H -0.174 0.893 1.782
H 0.987 0.237 -2.050
H -1.945 -3.216 -0.836
H 2.274 0.331 1.665
*
```

The LUMO energy comes out at -4.343 eV. The HOMO energy is -13.7 eV. As for the HOMO-LUMO gap: 9.39 eV.

=====

--- x ---
C6H8N3O2 | ωB97M-V with the def2-TZVPD basis set

Structure (ORCA input):
```
! RIJCOSX wB97M-V def2-TZVPD def2/J DEFGRID3
* xyz 1 1
C 2.009 -0.591 0.397
C 0.816 -1.416 0.077
C 1.682 1.635 -0.668
C -0.529 1.188 0.287
C -1.164 -0.041 -0.533
C -2.576 -0.147 0.128
N -0.417 -1.087 -0.069
N 2.252 0.687 0.087
N 0.402 1.838 -0.609
O -0.625 1.510 1.436
O 1.155 -2.672 0.261
H 2.822 -0.942 0.960
H -0.965 0.220 -1.530
H -2.492 -0.421 1.230
H -3.122 -0.732 -0.497
H -2.959 0.806 0.006
H 3.104 0.966 0.435
H 0.127 2.511 -1.324
H 0.481 -3.310 -0.074
*
```

The LUMO energy (alpha / beta) comes out at -6.280 / -6.277 eV. The HOMO energy (alpha / beta) is -13.6 / -13.6 eV. As for the HOMO-LUMO gap (alpha / beta): 7.30 / 7.31 eV.

=====

The least stable of them is w.

=====

--- w ---
C3H10NO | ωB97M-V with the def2-TZVPD basis set

Structure (ORCA input):
```
! RIJCOSX wB97M-V def2-TZVPD def2/J DEFGRID3
* xyz 1 1
C -2.145 -1.495 0.471
N -1.721 -0.134 0.042
H -1.514 -1.839 1.287
H -3.178 -1.507 0.807
H -2.052 -2.191 -0.346
H -1.884 0.528 0.797
H -2.166 0.167 -0.824
H -0.709 -0.147 -0.169
C 1.573 1.578 0.563
C 1.899 0.498 -0.112
O 0.954 -0.178 -0.865
H 2.274 2.095 1.193
H 0.580 2.015 0.526
H 2.871 0.032 -0.137
H 1.248 -0.627 -1.662
*
```

The LUMO energy comes out at -3.472 eV. The HOMO energy is -13.4 eV. As for the HOMO-LUMO gap: 9.90 eV.

=====

--- x ---
C3H10NO | ωB97M-V with the def2-TZVPD basis set

Structure (ORCA input):
```
! RIJCOSX wB97M-V def2-TZVPD def2/J DEFGRID3
* xyz 1 1
C 2.045 -0.278 -1.084
O 1.031 -1.362 -1.145
H 2.045 0.383 -1.966
H 1.740 0.276 -0.107
H 3.011 -0.749 -0.862
H 1.511 -2.217 -1.251
C -1.315 0.042 1.740
C -1.436 1.074 -0.296
N -1.141 0.023 0.293
H -1.195 1.061 2.126
H -0.448 -0.607 2.089
H -2.315 -0.345 1.932
H -1.788 1.985 0.252
H -1.290 1.171 -1.427
H -0.455 -0.456 -0.293
*
```

The LUMO energy comes out at -4.978 eV. The HOMO energy is -14.9 eV. As for the HOMO-LUMO gap: 9.90 eV.

=====

--- y ---
C3H10NO | ωB97M-V with the def2-TZVPD basis set

Structure (ORCA input):
```
! RIJCOSX wB97M-V def2-TZVPD def2/J DEFGRID3
* xyz 1 1
C 0.733 -1.808 -0.116
C 0.975 -0.336 -0.324
C 1.505 0.222 -1.441
N 0.179 0.663 0.609
H 1.492 -2.302 -0.765
H -0.234 -2.167 -0.362
H 0.776 -2.055 0.977
H 1.582 1.338 -1.589
H 2.040 -0.394 -2.109
H 0.717 0.867 1.586
H 0.159 1.636 0.161
H -0.705 0.179 0.794
H -2.965 1.791 0.713
H -3.201 0.340 0.602
O -2.524 0.957 0.877
*
```

The LUMO energy comes out at -3.523 eV. The HOMO energy is -14.6 eV. As for the HOMO-LUMO gap: 11.09 eV.

=====

The least stable of them is x.

=====

--- w ---
C3H10NO | ωB97M-V with the def2-TZVPD basis set

Structure (ORCA input):
```
! RIJCOSX wB97M-V def2-TZVPD def2/J DEFGRID3
* xyz 1 1
C 1.093 -2.331 -0.683
C -1.862 2.387 -1.152
C -1.704 1.478 -0.141
O 0.725 0.603 1.055
N 1.417 -1.812 0.675
H 2.042 -2.458 -1.286
H 0.245 -3.117 -0.744
H -1.018 2.970 -1.486
H -2.790 2.747 -1.619
H -0.699 1.481 0.487
H -2.611 0.860 0.111
H 0.794 0.922 1.949
H 0.595 -1.412 -1.063
H 0.989 -0.828 0.944
H 1.571 -2.507 1.395
*
```

The LUMO energy comes out at -9.959 eV. The HOMO energy is -13.8 eV. As for the HOMO-LUMO gap: 3.83 eV.

=====

--- x ---
C3H10NO | ωB97M-V with the def2-TZVPD basis set

Structure (ORCA input):
```
! RIJCOSX wB97M-V def2-TZVPD def2/J DEFGRID3
* xyz 1 1
C -0.227 -0.765 2.491
C 0.620 -0.713 1.227
C 0.093 -0.038 0.114
N 0.858 -0.069 -1.163
H 0.359 -0.687 3.420
H -0.781 -1.686 2.346
H -0.984 0.050 2.565
H 1.403 -1.640 1.295
H -0.684 0.697 0.341
H 0.259 0.665 -1.684
H 0.639 -0.980 -1.419
H 1.818 0.035 -1.016
H -1.810 1.252 -2.885
H -0.711 2.393 -2.896
O -0.854 1.486 -2.734
*
```

The LUMO energy comes out at -3.406 eV. The HOMO energy is -14.3 eV. As for the HOMO-LUMO gap: 10.91 eV.

=====

The least stable of them is w.